(1)
C3H3NO2 | ωB97M-V/def2-TZVPD

Each line ends with the Löwdin charge.
Cartesian coordinates (Å):
O1 -3.139125 0.756821 -0.195025  0.16
C1 -2.212351 0.030062 -0.144533  -0.31
N1 -1.310779 -0.968836 -0.131230  0.15
C2 -0.515915 0.098350 -0.039085  -0.06
C3 0.950583 0.253207 0.010660  -0.30
O2 1.923662 -0.655492 -0.365140  -0.06
H1 1.049266 0.604654 1.052607  0.13
H2 1.036385 1.146798 -0.613178  0.12
H3 2.218275 -1.265563 0.424927  0.16

Atoms 1-3, force components in eV/Å:
0.714 -1.728 0.088
2.505 1.820 0.179
-0.853 -0.545 -0.259

Orbital gap in eV: 9.358
Structure (SMILES): O=c1nc1CO
E_HOMO in eV: -8.96
DFT total energy in hartree: -321.221998
Relative energy (zero: lowest compared OMol25 entry of this formula, charge and spin) in eV: 4.235
LUMO energy in eV: 0.399

(2)
C5H11N2S | ωB97M-V/def2-TZVPD

Each line ends with the Löwdin charge.
Cartesian coordinates (Å):
C1 1.662954 1.336747 -3.285050  0.01
C2 1.165118 0.785017 -2.192205  -0.38
C3 -0.284973 -0.457992 -0.082468  -0.20
C4 0.978261 0.117712 0.419704  -0.66
C5 -2.260992 -1.516085 0.591576  -0.18
N1 -0.974638 -1.356296 0.868290  -0.15
N2 1.226496 0.181411 1.698355  0.16
S1 2.077677 0.686993 -0.623767  1.15
H1 1.221267 1.483460 -4.206157  0.06
H2 2.627823 1.722129 -3.176124  0.05
H3 0.090672 0.394685 -2.127527  0.08
H4 -1.169346 0.234916 -0.147865  0.15
H5 -0.195549 -0.687528 -1.169654  0.10
H6 -2.457436 -2.517019 0.124815  0.12
H7 -2.890983 -1.539067 1.512550  0.11
H8 -2.587617 -0.745823 -0.128609  0.10
H9 -0.546913 -2.316118 0.920412  0.17
H10 2.139809 0.192894 2.201655  0.18
H11 0.286051 -0.163323 1.990824  0.14

Atoms 1-3, force components in eV/Å:
0.697 -0.457 2.524
-2.212 -0.725 0.117
-3.111 -0.061 0.077

Orbital gap in eV: 8.876
E_HOMO in eV: -13.35
DFT total energy in hartree: -704.453990
Relative energy (zero: lowest compared OMol25 entry of this formula, charge and spin) in eV: 3.717
LUMO energy in eV: -4.476
Charge: +1

(3)
C26H31F17O15S2 | ωB97M-V/def2-TZVPD

Each line ends with the Löwdin charge.
Cartesian coordinates (Å):
C1 -2.942576 -2.969396 0.794781  0.15
C2 -3.543872 -2.939279 -0.502946  0.02
C3 -4.511822 -2.427834 -1.719396  -0.25
O1 -5.848191 -1.835149 -1.376114  -0.19
S1 -6.585452 -1.985970 -2.945939  0.93
O2 -7.557700 -0.852009 -3.350245  -0.28
O3 -7.261548 -3.382455 -3.236170  -0.29
O4 -5.158580 -1.709466 -3.901382  -0.19
C4 -3.947302 -1.606490 -3.007604  -0.38
O5 -3.005143 -2.374670 -3.890707  -0.09
C5 -1.676335 -2.489553 -3.303104  -0.18
C6 -1.230666 -4.097137 -3.442452  -0.16
C7 -0.230915 -4.444627 -2.192025  -0.23
C8 -1.110363 -5.360533 -1.128952  -0.15
S2 -3.700058 0.247200 -2.997979  0.97
O6 -5.019559 0.881687 -3.586544  -0.29
O7 -2.643207 0.502998 -4.150334  -0.31
C9 -3.031824 1.035127 -1.476881  -0.20
F1 -2.867739 0.116034 -0.285583  -0.01
F2 -1.601973 1.439623 -1.775253  0.00
C10 -3.736705 2.366072 -0.876585  -0.15
F3 -4.695035 3.096633 -1.705069  0.07
F4 -4.381156 2.008849 0.442280  0.03
F5 -2.672881 3.370268 -0.492636  0.03
H1 -2.571213 -2.983769 1.929843  0.08
H2 -4.844621 -3.465785 -2.209751  0.17
H3 -1.546955 -2.077416 -2.218289  0.12
H4 -0.926984 -1.883470 -3.980737  0.14
H5 -2.203352 -4.741806 -3.484278  0.11
H6 -0.655121 -4.277018 -4.469822  0.12
H7 0.062534 -3.430223 -1.645104  0.11
H8 0.697247 -5.012755 -2.621954  0.11
H9 -0.745416 -6.470065 -1.057306  0.07
H10 -1.022672 -4.821171 -0.068683  0.06
H11 -2.268171 -5.399054 -1.397412  0.07
C11 1.326387 3.211813 -5.624997  -0.06
C12 2.740340 2.662294 -5.658372  -0.21
O8 2.976556 1.808143 -4.528535  0.00
C13 2.519002 0.519754 -4.639466  -0.32
O9 1.932209 0.085081 -5.627243  0.14
C14 2.881406 -0.288951 -3.394985  -0.47
F6 2.632445 0.385996 -2.235756  0.13
F7 4.204574 -0.619370 -3.364845  0.14
F8 2.194374 -1.462587 -3.303051  0.13
H12 1.130271 3.712473 -4.671600  0.08
H13 1.168772 3.924488 -6.439315  0.08
H14 0.588352 2.409099 -5.720172  0.08
H15 3.455864 3.488448 -5.587051  0.13
H16 2.948792 2.136054 -6.596891  0.13
C15 -1.808276 -0.402956 7.093618  -0.07
C16 -3.252561 -0.601630 6.673004  -0.20
O10 -3.342957 -1.578552 5.624503  0.01
C17 -3.322146 -2.891995 6.019529  -0.32
O11 -3.227115 -3.252709 7.189922  0.15
C18 -3.477578 -3.818685 4.814888  -0.46
F9 -2.693942 -3.450083 3.760662  0.09
F10 -4.758410 -3.840626 4.346012  0.15
F11 -3.152157 -5.112909 5.092324  0.15
H17 -1.186746 -0.149862 6.228904  0.06
H18 -1.727584 0.396735 7.835133  0.09
H19 -1.393319 -1.318850 7.526115  0.09
H20 -3.648232 0.336087 6.268380  0.13
H21 -3.887623 -0.879195 7.522035  0.13
C19 4.040607 0.930404 2.339039  -0.06
C20 2.927160 -0.076456 2.118092  -0.20
O12 2.559778 -0.702502 3.357044  0.01
C21 1.702190 0.005321 4.160250  -0.32
O13 1.256951 1.114234 3.875573  0.14
C22 1.355308 -0.795321 5.414331  -0.46
F12 2.448304 -1.374015 5.990367  0.15
F13 0.483419 -1.810676 5.150283  0.14
F14 0.773298 -0.037721 6.386541  0.11
H22 4.891972 0.459185 2.840259  0.09
H23 4.377062 1.350531 1.387116  0.05
H24 3.708425 1.751940 2.981560  0.08
H25 3.279621 -0.871767 1.452630  0.13
H26 2.055186 0.382143 1.637938  0.13
C23 6.633439 6.654546 1.210869  -0.06
C24 5.189152 6.455872 0.790257  -0.21
O14 5.098757 5.478950 -0.258245  0.01
C25 5.119568 4.165507 0.136780  -0.31
O15 5.214599 3.804793 1.307175  0.14
C26 4.964137 3.238817 -1.067860  -0.47
F15 5.747772 3.607419 -2.122086  0.14
F16 3.683304 3.216876 -1.536736  0.14
F17 5.289557 1.944593 -0.790424  0.13
H27 7.254969 6.907641 0.346155  0.08
H28 6.714130 7.454237 1.952385  0.08
H29 7.048395 5.738652 1.643368  0.08
H30 4.793482 7.393589 0.385632  0.13
H31 4.554091 6.178308 1.639287  0.13

Atoms 1-3, force components in eV/Å:
-4.918 0.847 -8.783
2.984 1.855 9.115
0.941 -3.435 0.525

Orbital gap in eV: 9.037
Structure (SMILES): C#C[C@H]1OS(=O)(=O)O[C@@]1(OCCCC)S(=O)(=O)C(F)(F)C(F)(F)F.CCOC(=O)C(F)(F)F.CCOC(=O)C(F)(F)F.CCOC(=O)C(F)(F)F.CCOC(=O)C(F)(F)F
E_HOMO in eV: -10.61
DFT total energy in hartree: -4631.438876
LUMO energy in eV: -1.572

(4)
C3H3NO | ωB97M-V/def2-TZVPD

Each line ends with the Löwdin charge.
Cartesian coordinates (Å):
C1 -0.456492 -1.826008 -1.199406  -0.18
C2 -0.764034 -0.746319 -0.544892  0.11
O1 -1.747906 -1.629687 -1.521669  -0.07
H1 0.171888 -2.657943 -1.156747  0.09
H2 -0.623159 0.202495 -0.314909  -0.02
C3 1.163574 2.258730 1.607285  -0.04
N1 0.154825 1.903836 1.174251  0.08
H3 2.101303 2.494896 1.956087  0.03

Atoms 1-3, force components in eV/Å:
-0.599 1.977 2.545
0.711 -5.253 -2.112
-0.911 0.315 -0.584

Orbital gap in eV: 8.946
Structure (SMILES): C1=CO1.C#N
E_HOMO in eV: -8.13
DFT total energy in hartree: -245.902674
Relative energy (zero: lowest compared OMol25 entry of this formula, charge and spin) in eV: 5.139
LUMO energy in eV: 0.821

(5)
C3H5NO | ωB97M-V/def2-TZVPD

Each line ends with the Löwdin charge.
Cartesian coordinates (Å):
C1 0.971465 -0.866665 0.717140  -0.35
C2 0.033352 1.281452 0.265247  0.05
C3 -0.588798 0.193702 -0.645597  -0.26
N1 -0.054799 -0.987640 -0.069107  -0.03
O1 1.631025 -1.575687 1.319890  0.17
H1 -0.521408 1.460726 1.149668  0.03
H2 0.536067 2.031168 -0.165588  -0.01
H3 -1.679966 0.074362 -0.461162  0.12
H4 -0.177465 0.371171 -1.615193  0.10
H5 -0.149472 -1.982589 -0.495298  0.19

Atoms 1-3, force components in eV/Å:
-1.743 4.564 -0.662
-1.099 -5.460 1.072
-0.139 1.461 2.025

Orbital gap (alpha / beta) in eV: 8.479 / 8.267
E_HOMO (alpha / beta) in eV: -8.12 / -7.85
DFT total energy in hartree: -247.184568
Relative energy (zero: lowest compared OMol25 entry of this formula, charge and spin) in eV: 3.338
LUMO energy (alpha / beta) in eV: 0.362 / 0.414

(6)
ClH14O7 | ωB97M-V/def2-TZVPD

Each line ends with the Löwdin charge.
Cartesian coordinates (Å):
Cl1 -0.042318 0.547864 -0.341136  0.20
O1 0.421682 -1.488136 2.683864  -0.07
H1 0.968682 -2.174136 3.078864  0.03
H2 0.872682 -1.038136 1.977864  -0.05
O2 0.168682 1.498864 -3.371136  -0.10
H3 -0.642318 1.320864 -3.774136  -0.02
H4 0.118682 1.226864 -2.426136  -0.09
O3 0.718682 -2.580136 -0.435136  -0.10
H5 0.428682 -1.704136 -0.150136  -0.09
H6 -0.032318 -3.102136 -0.719136  0.02
O4 -2.652318 0.147864 1.392864  -0.09
H7 -3.315318 0.359864 0.773864  -0.01
H8 -1.775318 0.340864 1.055864  -0.10
O5 -2.444318 -0.807136 -1.877136  -0.10
H9 -1.793318 -0.466136 -1.255136  -0.11
H10 -1.950318 -1.458136 -2.383136  0.02
O6 2.378682 0.320864 1.490864  -0.10
H11 2.860682 -0.368136 1.107864  0.00
H12 1.951682 0.792864 0.735864  -0.05
O7 1.506682 3.086864 0.570864  -0.10
H13 1.355682 3.201864 1.484864  0.00
H14 0.896682 2.340864 0.378864  -0.10

Atoms 1-3, force components in eV/Å:
-0.088 -0.031 -0.060
-1.100 -0.574 1.017
0.203 0.311 -0.503

Orbital gap in eV: 10.097
E_HOMO in eV: -6.69
DFT total energy in hartree: -995.385671
Relative energy (zero: lowest compared OMol25 entry of this formula, charge and spin) in eV: 0.717
LUMO energy in eV: 3.403
Charge: -1

(7)
C5H5NO | ωB97M-V/def2-TZVPD

Each line ends with the Löwdin charge.
Cartesian coordinates (Å):
O1 0.148807 0.552256 -2.023139  0.04
C1 -0.016136 0.478951 -0.672482  -0.41
C2 -1.246310 -0.313997 -0.203545  -0.10
C3 -0.716554 -1.347003 0.730349  -0.06
N1 0.356491 -1.465334 1.312789  0.05
C4 1.050757 0.595738 0.234484  -0.09
C5 1.162465 -0.159628 1.318772  -0.09
H1 1.090107 0.451859 -2.224966  0.12
H2 0.249599 1.615257 -0.036381  0.21
H3 -1.960651 0.276417 0.376421  0.12
H4 -1.761148 -0.715938 -1.079849  0.12
H5 1.642570 0.031421 2.267552  0.09

Atoms 1-3, force components in eV/Å:
0.166 0.008 -0.078
-0.063 -0.190 0.252
0.045 0.276 0.018

Orbital gap (alpha / beta) in eV: 7.403 / 7.423
E_HOMO (alpha / beta) in eV: -7.95 / -7.70
DFT total energy in hartree: -323.282221
Relative energy (zero: lowest compared OMol25 entry of this formula, charge and spin) in eV: 6.462
LUMO energy (alpha / beta) in eV: -0.544 / -0.281

(8)
C2H7NO | ωB97M-V/def2-TZVPD

Each line ends with the Löwdin charge.
Cartesian coordinates (Å):
C1 -0.057208 -1.062901 0.901706  -0.11
N1 -0.087761 0.442851 0.881307  -0.12
C2 0.284513 1.000071 -0.463543  -0.23
O1 -0.334410 0.060712 -1.467758  -0.12
H1 0.860360 -1.205615 0.442732  0.05
H2 -0.141164 -1.559667 1.840085  0.07
H3 -0.827327 -1.444022 0.370553  0.03
H4 -1.159034 0.666852 0.878533  0.13
H5 1.409400 1.046717 -0.618190  0.13
H6 -0.295918 1.943036 -0.631259  0.12
H7 0.348554 0.111966 -2.134167  0.06

Atoms 1-3, force components in eV/Å:
1.112 2.777 0.928
-3.158 1.003 -0.662
-1.637 -1.916 0.450

Orbital gap in eV: 10.361
Structure (SMILES): CNCO
E_HOMO in eV: -9.41
DFT total energy in hartree: -210.335099
Relative energy (zero: lowest compared OMol25 entry of this formula, charge and spin) in eV: 1.732
LUMO energy in eV: 0.947